# 1
Formula: C43H48F4N5O6Os
Source: the Open Molecules 2025 dataset
Level of theory: the ωB97M-V functional and the def2-TZVPD basis

Structure (ORCA input):
```
! wB97M-V def2-TZVPD RIJCOSX def2/J DEFGRID3
* xyz -1 1
Os 0.3861 -1.3487 -0.2079
C 1.8280 4.8750 2.9317
C 0.3865 4.3541 2.8544
C -0.4681 5.3738 2.1000
C -0.1870 4.2038 4.2725
C 0.3818 2.9906 2.1753
C 1.0499 1.9168 2.7527
C 0.9942 0.6845 2.1470
N 0.3386 0.4452 1.0047
C -0.3025 1.4682 0.4248
C -0.2894 2.7339 0.9965
C -1.0577 1.1651 -0.8074
C -1.8091 2.1072 -1.4974
C -2.5838 1.7445 -2.5891
C -2.5708 0.4029 -2.9425
C -1.7606 -0.4694 -2.2545
N -0.9944 -0.0957 -1.2193
C -3.3972 2.7413 -3.4083
C -4.8586 2.2696 -3.4761
C -3.3750 4.1486 -2.8065
C -2.8018 2.8039 -4.8240
H 1.8530 5.8350 3.4559
H 2.2383 5.0164 1.9286
H 2.4751 4.1766 3.4665
H -0.4395 6.3309 2.6249
H -1.5102 5.0462 2.0416
H -0.0924 5.5354 1.0849
H -0.2388 5.1796 4.7643
H 0.4310 3.5490 4.8928
H -1.1996 3.7899 4.2286
H 1.6083 2.0198 3.6748
H 1.4849 -0.1618 2.6127
H -0.8448 3.5213 0.5084
H -1.7697 3.1372 -1.1757
H -3.1736 0.0236 -3.7584
H -1.7046 -1.5129 -2.5251
H -5.2562 2.1116 -2.4698
H -4.9546 1.3314 -4.0294
H -5.4737 3.0228 -3.9774
H -3.7540 4.1476 -1.7799
H -4.0128 4.8048 -3.4031
H -2.3660 4.5725 -2.8075
H -2.8591 1.8312 -5.3185
H -1.7490 3.0936 -4.7801
H -3.3436 3.5377 -5.4302
F 4.9623 -0.1443 2.8326
C 5.0350 -0.9282 1.7335
F 5.4880 -2.1335 2.1149
F 5.9319 -0.3868 0.9079
C 3.6480 -1.0032 1.0588
O 2.9304 -1.8835 1.6982
O 3.4161 -0.2627 0.1469
F -1.4393 -2.2582 5.3764
C -1.8619 -1.2685 4.5858
C -2.5816 -1.5293 3.4962
N -3.0773 -0.5394 2.6755
C -3.6865 -0.9297 1.3974
C -2.7919 -1.8192 0.4963
O -3.3857 -2.3165 -0.4646
O -1.5741 -1.9574 0.8411
C -2.7919 0.7858 2.9169
O -3.1837 1.7084 2.2177
N -2.0243 1.0069 4.0444
C -1.5032 0.0848 4.9478
O -0.8381 0.4421 5.8963
H -2.8184 -2.5459 3.2132
H -3.9087 -0.0185 0.8535
H -4.6117 -1.4748 1.5778
H -1.7616 1.9651 4.1967
C 1.6293 -3.8579 3.3738
C 1.5083 -3.7935 1.8446
C 2.6982 -4.5465 1.2482
C 0.1928 -4.4450 1.4292
C 1.4821 -2.3125 1.3889
H 1.6707 -4.8993 3.7189
H 0.7711 -3.3744 3.8564
H 2.5429 -3.3539 3.7072
H 2.6115 -5.6209 1.4556
H 3.6366 -4.1915 1.6825
H 2.7536 -4.4047 0.1744
H 0.1851 -5.5044 1.7190
H 0.0441 -4.3676 0.3519
H -0.6534 -3.9392 1.9014
H 0.9139 -1.8142 2.1939
C 0.7572 0.9276 -5.0924
C 0.5012 -0.4239 -5.3060
C 0.7100 -1.3459 -4.2888
C 1.1608 -0.9421 -3.0240
C 1.4627 0.4074 -2.8398
C 1.2494 1.3319 -3.8573
N 1.2890 -1.8916 -1.9617
C 2.1549 -2.9588 -2.2860
C 3.4170 -2.7351 -2.8644
C 4.2464 -3.7932 -3.2065
C 3.8415 -5.1086 -2.9883
C 2.5922 -5.3384 -2.4318
C 1.7586 -4.2783 -2.0905
H 0.5736 1.6529 -5.8801
H 0.1260 -0.7580 -6.2687
H 0.5061 -2.4002 -4.4478
H 1.8745 0.7113 -1.8827
H 1.4830 2.3794 -3.6861
H 3.7430 -1.7127 -3.0222
H 5.2175 -3.5898 -3.6460
H 4.4935 -5.9369 -3.2453
H 2.2556 -6.3558 -2.2605
H 0.7702 -4.4639 -1.6855
*
```

Values from the calculation:
strongest force on any atom	1.7	eV Å⁻¹
ΔE to the lowest compared entry with this formula, charge and spin	32.0	kcal/mol

***

# 2
Formula: C7H9Cl2N4O
Source: the Open Molecules 2025 dataset
Level of theory: the ωB97M-V functional and the def2-TZVPD basis

Structure (ORCA input):
```
! wB97M-V def2-TZVPD RIJCOSX def2/J DEFGRID3
* xyz -1 1
C 0.6569 1.5392 2.0881
C 0.5403 1.4654 0.5766
C 0.2759 0.0759 0.1136
N -1.0432 -0.3692 0.3655
N -1.4729 -1.4793 1.0208
N -2.6626 -1.6592 0.7403
N -3.1418 -0.7335 -0.0632
C -2.1572 0.1679 -0.3430
O -2.0370 1.1700 -1.1195
C 0.9497 -0.3859 -1.1407
C 0.0476 -1.0928 -2.1062
C 1.6773 -1.1603 -0.0572
Cl 3.3308 -0.5719 0.2237
Cl 1.2572 -2.7878 0.2761
H 1.0988 2.5572 2.2967
H 1.3487 0.8875 2.6768
H -0.3370 1.4791 2.5576
H 1.2812 1.9934 0.0159
H -0.2951 2.0755 0.3661
H 1.4288 0.4836 -1.5417
H -0.3885 -1.9912 -1.6297
H 0.4311 -1.1923 -3.0879
H -0.7892 -0.4715 -2.2287
*
```

Values from the calculation:
SMILES	CC[C@@]1(n2nnnc2[O-])[C@H](C)C1(Cl)Cl
strongest force on any atom	4.0	eV Å⁻¹
ΔE to the lowest compared entry with this formula, charge and spin	22.5	kcal/mol

***

Q: Which of these has the highest strongest force on any atom?
A: C7H9Cl2N4O

***

Q: Among the records above, which one has the lowest strongest force on any atom?
A: C43H48F4N5O6Os

***

Repeat the second record exactly.
Formula: C7H9Cl2N4O
Source: the Open Molecules 2025 dataset
Level of theory: the ωB97M-V functional and the def2-TZVPD basis

Structure (ORCA input):
```
! wB97M-V def2-TZVPD RIJCOSX def2/J DEFGRID3
* xyz -1 1
C 0.6569 1.5392 2.0881
C 0.5403 1.4654 0.5766
C 0.2759 0.0759 0.1136
N -1.0432 -0.3692 0.3655
N -1.4729 -1.4793 1.0208
N -2.6626 -1.6592 0.7403
N -3.1418 -0.7335 -0.0632
C -2.1572 0.1679 -0.3430
O -2.0370 1.1700 -1.1195
C 0.9497 -0.3859 -1.1407
C 0.0476 -1.0928 -2.1062
C 1.6773 -1.1603 -0.0572
Cl 3.3308 -0.5719 0.2237
Cl 1.2572 -2.7878 0.2761
H 1.0988 2.5572 2.2967
H 1.3487 0.8875 2.6768
H -0.3370 1.4791 2.5576
H 1.2812 1.9934 0.0159
H -0.2951 2.0755 0.3661
H 1.4288 0.4836 -1.5417
H -0.3885 -1.9912 -1.6297
H 0.4311 -1.1923 -3.0879
H -0.7892 -0.4715 -2.2287
*
```

Values from the calculation:
SMILES	CC[C@@]1(n2nnnc2[O-])[C@H](C)C1(Cl)Cl
strongest force on any atom	4.0	eV Å⁻¹
ΔE to the lowest compared entry with this formula, charge and spin	22.5	kcal/mol

***

Please write out number 2 again, unchanged.
Formula: C7H9Cl2N4O
Source: the Open Molecules 2025 dataset
Level of theory: the ωB97M-V functional and the def2-TZVPD basis

Structure (ORCA input):
```
! wB97M-V def2-TZVPD RIJCOSX def2/J DEFGRID3
* xyz -1 1
C 0.6569 1.5392 2.0881
C 0.5403 1.4654 0.5766
C 0.2759 0.0759 0.1136
N -1.0432 -0.3692 0.3655
N -1.4729 -1.4793 1.0208
N -2.6626 -1.6592 0.7403
N -3.1418 -0.7335 -0.0632
C -2.1572 0.1679 -0.3430
O -2.0370 1.1700 -1.1195
C 0.9497 -0.3859 -1.1407
C 0.0476 -1.0928 -2.1062
C 1.6773 -1.1603 -0.0572
Cl 3.3308 -0.5719 0.2237
Cl 1.2572 -2.7878 0.2761
H 1.0988 2.5572 2.2967
H 1.3487 0.8875 2.6768
H -0.3370 1.4791 2.5576
H 1.2812 1.9934 0.0159
H -0.2951 2.0755 0.3661
H 1.4288 0.4836 -1.5417
H -0.3885 -1.9912 -1.6297
H 0.4311 -1.1923 -3.0879
H -0.7892 -0.4715 -2.2287
*
```

Values from the calculation:
SMILES	CC[C@@]1(n2nnnc2[O-])[C@H](C)C1(Cl)Cl
strongest force on any atom	4.0	eV Å⁻¹
ΔE to the lowest compared entry with this formula, charge and spin	22.5	kcal/mol